Record 1
A 3-piece molecular cluster, C5H12O overall, computed with ωB97M-V/def2-TZVPD.

Geometry as XYZ:
```
18
Properties=species:S:1:pos:R:3
C -1.25 0.83 -1.16
C -0.82 0.40 0.22
C -1.15 -1.02 0.59
C -0.18 1.23 1.05
C 2.24 0.04 -0.40
O 2.26 -1.17 -0.42
H -0.90 1.83 -1.40
H -2.35 0.82 -1.24
H -0.87 0.13 -1.91
H 0.84 -1.57 -3.10
H -2.23 -1.20 0.51
H -0.84 -1.26 1.61
H -0.64 -1.72 -0.09
H 0.06 2.25 0.77
H 0.12 0.91 2.05
H 2.63 0.61 0.47
H 1.84 0.65 -1.23
H 1.21 -1.59 -2.45
```

Calculated values
Frontier orbital gap (eV): 10.499
LUMO (eV): 0.98
Net charge: 0
Multiplicity: 1

---

Record 2
C5H24NO8 as an isolated structure, computed with ωB97M-V/def2-TZVPD.

Geometry as XYZ:
```
38
Properties=species:S:1:pos:R:3
N -1.10 -0.42 0.72
C -1.58 0.16 2.03
C -0.58 -0.43 3.04
C -0.27 -1.78 2.39
C -0.06 -1.38 0.96
C 0.06 -2.44 -0.11
O 0.45 -1.90 -1.43
H -1.08 0.33 -0.01
H -1.60 1.31 2.00
H -2.69 -0.13 2.20
H 0.30 0.35 3.22
H -1.00 -0.49 4.08
H 0.69 -2.12 2.75
H -0.96 -2.58 2.65
H 0.91 -0.82 0.85
H 0.90 -3.06 0.13
H -0.83 -3.08 -0.28
H -3.75 -1.14 0.08
H -2.56 -1.93 0.75
O -3.49 -1.93 0.54
H 1.75 -0.92 -2.34
H 1.80 0.57 -2.31
O 2.31 -0.26 -2.66
H -0.76 3.88 -0.79
H -1.20 2.04 -2.10
O -0.52 2.96 -0.82
H 2.29 2.24 -1.52
H 0.58 2.41 -1.24
O 1.42 1.84 -1.65
H 3.85 0.36 -0.84
H 2.85 -0.63 -0.85
O 3.59 -0.38 -0.23
H -2.20 1.00 -1.57
H -0.27 -1.29 -1.74
O -1.83 1.30 -2.43
H 1.57 2.19 1.16
H 0.45 2.89 0.50
O 0.94 2.92 1.39
```

Calculated values
Frontier orbital gap (eV): 9.014
LUMO (eV): 3.11
Net charge: -1
Multiplicity: 1

---

Record 3
A 3-piece molecular cluster, C33H73N8O11P2 overall, computed with ωB97M-V/def2-TZVPD.

Geometry as XYZ:
```
127
Properties=species:S:1:pos:R:3
C 2.88 3.48 1.38
C 1.87 4.23 2.23
C 0.52 4.50 1.57
O -0.07 3.30 1.06
C -1.03 3.51 0.06
C -0.60 3.93 -1.35
C 0.24 2.95 -2.19
C 0.98 1.82 -1.46
C 1.09 0.65 -2.42
O 1.56 1.07 -3.72
C 1.21 0.24 -4.70
O 0.94 -0.92 -4.52
C -1.88 4.75 0.49
O -1.67 6.00 0.16
N -2.91 4.42 1.20
O -3.77 5.41 1.64
C -3.04 2.94 1.48
C -4.55 2.69 1.41
C -4.96 1.27 1.68
N -6.10 0.91 1.27
O -2.40 2.48 2.60
C -2.91 2.85 3.88
C -2.60 4.28 4.34
C -3.89 4.95 4.84
O -1.70 4.20 5.44
C -2.18 2.44 0.24
C -1.67 1.03 0.63
C -3.11 2.18 -0.94
O -2.39 1.73 -2.08
C -2.99 2.05 -3.27
C -3.50 0.92 -4.10
O -3.06 3.20 -3.62
H 2.99 3.95 0.41
H 2.60 2.43 1.32
H 3.84 3.55 1.88
H 1.68 3.74 3.17
H 2.29 5.22 2.44
H -0.11 4.89 2.38
H 0.69 5.24 0.79
H -0.09 4.89 -1.30
H -1.51 4.12 -1.91
H 0.99 3.53 -2.72
H -0.36 2.50 -2.97
H 2.00 2.14 -1.24
H 0.46 1.42 -0.60
H 1.66 -0.18 -2.02
H 0.07 0.28 -2.55
H 1.18 0.66 -5.70
H -1.56 6.56 0.95
H -4.33 5.64 0.88
H -4.97 3.28 2.23
H -4.99 3.09 0.50
H -4.30 0.58 2.19
H -6.26 -0.07 1.54
H -2.40 2.20 4.59
H -3.97 2.65 4.01
H -2.12 4.88 3.57
H -4.03 4.57 5.85
H -4.77 4.66 4.28
H -3.80 6.03 4.91
H -1.35 5.08 5.60
H -1.41 0.47 -0.27
H -2.45 0.46 1.11
H -0.78 1.06 1.23
H -3.68 3.07 -1.20
H -3.82 1.40 -0.68
H -4.58 0.96 -4.19
H -3.10 1.07 -5.10
H -3.15 -0.04 -3.75
O -1.86 -4.21 -0.69
P -1.61 -5.07 -1.90
N -0.94 -3.93 -2.98
C -1.23 -3.71 -4.38
C 0.41 -3.53 -2.64
N -3.26 -5.51 -2.27
C -4.10 -4.63 -3.06
C -3.97 -5.95 -1.07
N -0.94 -6.51 -2.67
C -1.65 -7.16 -3.75
C -0.47 -7.52 -1.70
H -0.69 -4.40 -5.05
H -0.95 -2.69 -4.65
H -2.29 -3.79 -4.60
H 1.16 -4.25 -3.03
H 0.53 -3.48 -1.55
H 0.64 -2.55 -3.03
H -4.05 -3.58 -2.73
H -5.14 -4.95 -2.99
H -3.86 -4.69 -4.12
H -4.32 -5.11 -0.46
H -3.34 -6.57 -0.44
H -4.84 -6.55 -1.36
H -2.55 -7.70 -3.42
H -0.97 -7.88 -4.21
H -1.94 -6.46 -4.54
H -1.30 -8.03 -1.19
H 0.15 -7.05 -0.94
H 0.14 -8.28 -2.20
O 5.28 0.68 2.98
P 5.31 -0.49 2.03
N 3.95 -1.32 2.68
C 3.79 -2.71 3.01
C 2.68 -0.70 2.34
N 6.86 -1.16 2.45
C 7.00 -2.00 3.63
C 7.91 -0.14 2.43
N 5.24 -1.39 0.49
C 5.90 -2.66 0.36
C 5.52 -0.55 -0.69
H 3.53 -3.34 2.14
H 2.99 -2.83 3.75
H 4.68 -3.12 3.48
H 2.32 -1.02 1.34
H 2.77 0.38 2.33
H 1.92 -0.96 3.08
H 6.51 -1.58 4.52
H 8.06 -2.13 3.86
H 6.62 -3.00 3.45
H 7.91 0.48 3.33
H 7.79 0.53 1.57
H 8.89 -0.62 2.33
H 6.99 -2.58 0.31
H 5.55 -3.13 -0.56
H 5.65 -3.35 1.17
H 6.58 -0.28 -0.76
H 4.94 0.37 -0.65
H 5.24 -1.07 -1.61
```

Calculated values
Frontier orbital gap (eV): 6.195
LUMO (eV): -3.43
Net charge: +1
Multiplicity: 1

---

Record 4
C13H29Br3CrFO6 as an isolated structure, computed with ωB97M-V/def2-TZVPD.

Geometry as XYZ:
```
53
Properties=species:S:1:pos:R:3
Cr -5.03 -9.74 -10.55
F -3.50 -10.17 -11.25
C -5.40 -14.38 -11.02
Br -6.64 -15.15 -12.20
Br -6.29 -13.29 -9.66
Br -4.26 -13.21 -12.06
H -4.73 -15.03 -10.46
C -2.75 -16.67 -8.52
O -2.40 -15.66 -9.50
C -1.13 -15.08 -9.29
C -1.33 -13.63 -9.03
O -1.48 -13.39 -7.66
C -0.28 -13.22 -6.91
C -0.66 -13.39 -5.46
O -1.22 -14.72 -5.43
C -1.45 -15.24 -4.15
H -3.67 -17.10 -8.91
H -3.09 -16.38 -7.51
H -1.96 -17.35 -8.41
H -0.64 -15.29 -10.28
H -0.60 -15.64 -8.50
H -2.26 -13.30 -9.54
H -0.41 -13.13 -9.39
H 0.18 -12.25 -6.97
H 0.41 -14.05 -7.12
H -1.38 -12.74 -5.07
H 0.29 -13.27 -4.84
H -2.43 -15.71 -4.02
H -1.46 -14.54 -3.29
H -0.72 -16.01 -3.87
C -3.91 -10.61 -7.75
O -4.86 -9.85 -8.50
C -5.88 -9.03 -7.88
C -7.19 -9.23 -8.63
O -6.91 -9.00 -10.03
C -7.66 -9.83 -10.89
C -7.33 -9.54 -12.35
O -5.93 -9.33 -12.47
C -5.40 -9.56 -13.76
H -4.23 -10.73 -6.75
H -2.97 -10.15 -7.72
H -3.91 -11.47 -8.39
H -5.51 -8.01 -7.78
H -6.09 -9.33 -6.89
H -7.93 -8.50 -8.29
H -7.54 -10.20 -8.49
H -8.72 -9.65 -10.80
H -7.51 -10.88 -10.64
H -7.84 -8.70 -12.81
H -7.52 -10.51 -12.88
H -6.10 -9.06 -14.51
H -5.37 -10.60 -13.96
H -4.42 -9.11 -13.79
```

Calculated values
Frontier orbital gap (spin up / spin down) (eV): 8.763 / 8.580
LUMO (spin up / spin down) (eV): -2.52 / -2.70
Net charge: +1
Multiplicity: 5

---

Record 5
A 3-piece molecular cluster, C43H74FINO8S overall, computed with ωB97M-V/def2-TZVPD.

Geometry as XYZ:
```
129
Properties=species:S:1:pos:R:3
C 2.36 -2.53 0.91
C 3.19 -1.52 1.74
C 4.35 -0.84 0.98
O 4.05 0.50 0.58
C 3.11 0.53 -0.48
C 3.61 1.37 -1.67
C 2.49 1.87 -2.66
N 2.79 3.23 -3.25
C 2.61 2.93 -4.76
C 1.22 2.65 -5.29
C 0.46 1.51 -5.03
C -0.77 1.30 -5.56
C -1.35 2.22 -6.39
C -0.62 3.35 -6.68
C 0.64 3.57 -6.15
C 1.32 4.86 -6.62
C 1.81 4.36 -3.07
C 0.38 4.07 -2.56
C 0.08 4.62 -1.13
O -0.45 4.85 -3.44
C -1.81 4.46 -3.40
C -2.73 5.60 -2.99
C -2.45 6.93 -3.27
C -3.33 7.89 -2.83
C -4.47 7.59 -2.13
C -4.75 6.27 -1.85
C -3.87 5.31 -2.28
C 4.22 3.46 -2.81
C 5.24 2.58 -3.61
C 5.60 3.11 -5.05
C 4.78 4.92 -2.70
I 6.97 5.12 -2.80
C 4.43 5.82 -1.49
C 5.34 5.80 -0.23
C 4.23 2.81 -1.37
F 5.44 2.57 -0.79
S 3.10 3.43 -0.06
H 2.09 -3.41 1.49
H 1.40 -2.04 0.67
H 2.83 -2.77 -0.05
H 3.65 -2.08 2.56
H 2.54 -0.77 2.21
H 5.18 -0.74 1.68
H 4.73 -1.45 0.15
H 3.04 -0.50 -0.85
H 2.10 0.78 -0.14
H 4.30 0.68 -2.16
H 1.58 1.72 -2.08
H 2.45 1.04 -3.37
H 3.22 2.08 -5.08
H 3.07 3.77 -5.28
H 0.86 0.73 -4.39
H -1.32 0.39 -5.32
H -2.32 2.07 -6.84
H -1.05 4.08 -7.36
H 0.82 5.25 -7.50
H 2.35 4.63 -6.92
H 1.31 5.64 -5.85
H 1.72 4.94 -3.99
H 2.17 5.12 -2.37
H 0.03 3.04 -2.69
H -0.30 3.79 -0.52
H 0.97 5.04 -0.64
H -0.66 5.42 -1.17
H -2.12 4.12 -4.40
H -2.03 3.63 -2.71
H -1.56 7.22 -3.81
H -3.13 8.94 -3.02
H -5.16 8.35 -1.78
H -5.64 5.96 -1.29
H -4.07 4.26 -2.03
H 6.12 2.33 -3.02
H 4.79 1.61 -3.85
H 5.32 2.39 -5.82
H 6.68 3.22 -5.09
H 5.14 4.08 -5.25
H 4.47 5.46 -3.60
H 3.41 5.75 -1.10
H 4.51 6.85 -1.86
H 6.07 6.60 -0.23
H 4.70 6.04 0.63
H 5.77 4.82 0.01
H 1.90 2.87 -0.28
C 1.27 -9.20 1.11
O 1.03 -8.65 2.39
C 2.15 -7.94 2.89
C 1.76 -7.13 4.10
O 1.17 -5.88 3.78
C -0.19 -5.94 3.34
C -1.17 -6.18 4.46
O -1.24 -7.56 4.77
C -1.88 -7.79 6.01
H 2.12 -9.88 1.13
H 0.38 -9.75 0.81
H 1.44 -8.40 0.38
H 2.54 -7.28 2.11
H 2.92 -8.67 3.17
H 2.68 -6.88 4.64
H 1.14 -7.70 4.79
H -0.31 -6.67 2.53
H -0.39 -4.95 2.92
H -2.17 -5.86 4.15
H -0.86 -5.61 5.35
H -1.31 -7.35 6.83
H -1.93 -8.87 6.17
H -2.90 -7.38 6.00
C -8.27 -5.65 7.79
O -7.44 -4.74 7.09
C -6.17 -4.59 7.72
C -5.21 -3.87 6.80
O -4.59 -4.72 5.85
C -5.41 -5.12 4.75
C -5.61 -4.04 3.72
O -6.64 -3.15 4.12
C -6.65 -1.97 3.36
H -8.43 -5.31 8.82
H -9.22 -5.69 7.27
H -7.83 -6.65 7.79
H -5.76 -5.57 7.98
H -6.32 -4.00 8.64
H -4.40 -3.48 7.41
H -5.69 -3.01 6.32
H -6.36 -5.53 5.10
H -4.86 -5.94 4.28
H -5.90 -4.49 2.76
H -4.67 -3.48 3.58
H -5.72 -1.40 3.52
H -7.48 -1.36 3.70
H -6.77 -2.18 2.30
```

Calculated values
Frontier orbital gap (eV): 8.064
LUMO (eV): -2.35
Net charge: +1
Multiplicity: 1

---

Record 6
C15H13Cl2N4ORh as an isolated structure, computed with ωB97M-V/def2-TZVPD.

Geometry as XYZ:
```
36
Properties=species:S:1:pos:R:3
Rh 0.79 0.37 -0.54
Cl 0.84 0.61 4.85
C -0.01 0.01 3.48
C -1.24 -0.86 3.68
C -2.87 -1.11 1.76
Cl -4.23 -1.63 2.66
C -2.87 -0.51 0.54
C -3.89 0.06 -0.28
C -3.55 1.03 -1.15
C -2.16 1.45 -1.29
N -1.19 0.92 -0.65
C -1.48 -0.16 0.22
C 0.31 0.11 2.19
O 1.23 0.65 1.43
H -2.07 -0.33 4.15
H -4.93 -0.24 -0.17
H -4.28 1.52 -1.77
H -1.93 2.24 -2.00
N -0.34 -1.12 0.08
C -0.68 -0.61 1.40
N -1.61 -1.23 2.29
C -0.98 -2.07 4.49
N -0.80 -3.00 5.13
C 3.44 -0.54 -3.28
C 2.68 0.03 -2.07
C 3.57 1.02 -1.31
C 1.35 0.64 -2.44
H 4.39 -0.97 -2.97
H 3.64 0.27 -3.99
H 2.86 -1.30 -3.79
H 2.45 -0.85 -1.41
H 3.81 1.87 -1.95
H 4.51 0.54 -1.02
H 3.14 1.42 -0.39
H 0.74 0.09 -3.15
H 1.36 1.69 -2.72
```

Calculated values
Frontier orbital gap (spin up / spin down) (eV): 6.709 / 6.708
LUMO (spin up / spin down) (eV): -1.04 / -1.04
Net charge: 0
Multiplicity: 1

---

Record 7
C37H51N4OP2V as an isolated structure, computed with ωB97M-V/def2-TZVPD.

Geometry as XYZ:
```
96
Properties=species:S:1:pos:R:3
C -1.89 -1.88 -1.37
C 0.22 -1.66 -2.30
C -2.20 -2.93 -2.24
C -0.06 -2.62 -3.27
C -1.29 -3.28 -3.23
H -3.18 -3.40 -2.15
H 0.69 -2.82 -4.04
H -1.52 -4.03 -3.98
N -0.66 -1.32 -1.33
P -2.56 0.41 0.08
P 2.32 -0.69 -0.65
C -2.94 -1.32 -0.44
H -3.93 -1.38 -0.92
H -2.98 -1.97 0.45
C -0.05 2.11 0.52
O 0.04 3.27 0.72
C 1.46 -0.79 -2.35
H 2.16 -1.17 -3.10
C 3.81 0.42 -1.09
C 2.95 -2.44 -0.31
C -3.31 1.47 -1.33
C -3.56 0.49 1.70
C 3.42 1.85 -0.66
H 3.10 1.89 0.39
H 4.31 2.49 -0.78
H 2.62 2.26 -1.29
C 5.06 0.00 -0.30
H 4.90 -0.02 0.78
H 5.47 -0.96 -0.64
H 5.84 0.75 -0.50
C 4.17 0.44 -2.59
H 5.00 1.15 -2.71
H 4.51 -0.53 -2.97
H 3.34 0.81 -3.21
C 3.57 -2.41 1.10
H 3.00 -1.77 1.79
H 3.57 -3.43 1.51
H 4.61 -2.06 1.09
C 1.77 -3.43 -0.28
H 1.00 -3.14 0.44
H 1.30 -3.54 -1.27
H 2.16 -4.41 0.02
C 3.95 -2.88 -1.40
H 4.04 -2.20 -2.25
H 4.95 -3.04 -0.96
H 3.63 -3.85 -1.81
C -3.37 1.89 2.31
H -3.53 1.83 3.40
H -2.38 2.33 2.14
H -4.12 2.59 1.92
C -3.04 -0.60 2.67
H -3.22 -1.62 2.30
H -1.97 -0.49 2.88
H -3.58 -0.51 3.63
C -5.05 0.20 1.47
H -5.50 -0.02 2.44
H -5.58 1.06 1.05
H -5.21 -0.68 0.82
C -2.64 1.11 -2.66
H -3.18 1.64 -3.47
H -1.60 1.45 -2.69
H -2.67 0.04 -2.88
C -3.03 2.93 -0.96
H -1.96 3.14 -0.85
H -3.43 3.56 -1.76
H -3.53 3.21 -0.02
C -4.83 1.28 -1.52
H -5.12 0.22 -1.60
H -5.42 1.77 -0.74
H -5.10 1.76 -2.47
V -0.08 0.36 -0.03
N 0.42 1.23 -1.62
C 0.97 0.63 -2.63
C 1.00 1.24 -3.98
C 0.85 2.64 -4.05
C 1.16 0.49 -5.16
C 0.95 3.29 -5.28
H 0.66 3.18 -3.12
C 1.25 1.15 -6.39
H 1.21 -0.60 -5.11
C 1.17 2.55 -6.45
H 0.87 4.38 -5.31
H 1.38 0.57 -7.30
H 1.26 3.06 -7.41
N 0.43 -1.19 7.46
C 0.39 -0.90 6.33
C 0.35 -0.54 4.93
C 0.63 -1.49 3.94
C 0.53 -1.14 2.60
N 0.22 0.11 2.20
C 0.02 1.06 3.16
C 0.02 0.75 4.52
H 0.92 -2.51 4.20
H 0.68 -1.90 1.83
H -0.14 2.10 2.87
H -0.23 1.51 5.26
```

Calculated values
Frontier orbital gap (spin up / spin down) (eV): 6.183 / 7.285
LUMO (spin up / spin down) (eV): -3.31 / -3.43
Net charge: +1
Multiplicity: 4